1.
This record from OMol25 describes a molecular structure, C48H40AsBrIMgN2P2. The level of theory is ωB97M-V with the def2-TZVPD basis set.

The geometry in XYZ format:
```
96
Properties=species:S:1:pos:R:3:mulliken_charge:R:1
Mg 0.11 0.91 0.49 1.68
C 3.17 -2.19 1.94 -1.38
N 2.11 -1.31 1.42 0.73
P 0.56 -1.21 2.11 0.80
C 0.18 -2.94 2.52 0.59
C 0.34 -3.89 1.52 -0.54
C 0.05 -5.22 1.77 -0.66
C -0.41 -5.61 3.02 -0.57
C -0.58 -4.66 4.02 -0.70
C -0.28 -3.33 3.77 -0.69
C 0.68 -0.37 3.71 0.72
C -0.48 0.25 4.18 -0.51
C -0.46 0.96 5.37 -0.68
C 0.72 1.08 6.09 -0.62
C 1.88 0.48 5.62 -0.76
C 1.86 -0.25 4.43 -0.23
P 2.22 -0.59 -0.12 0.17
C 2.85 -1.91 -1.19 0.63
C 4.21 -2.12 -1.40 -0.74
C 4.63 -3.20 -2.17 -0.72
C 3.70 -4.07 -2.72 -0.71
C 2.34 -3.86 -2.51 -1.39
C 1.92 -2.78 -1.75 -0.39
C 3.54 0.64 -0.07 0.88
C 3.88 1.27 -1.27 -0.50
C 4.82 2.28 -1.29 -0.79
C 5.44 2.67 -0.11 -0.60
C 5.10 2.06 1.09 -0.71
C 4.15 1.04 1.11 -0.39
H 2.84 -2.66 2.87 0.57
H 4.09 -1.64 2.13 0.31
H 3.39 -2.99 1.23 0.30
H 0.71 -3.60 0.54 0.20
H 0.19 -5.96 0.99 0.47
H -0.63 -6.65 3.22 0.40
H -0.93 -4.96 5.00 0.43
H -0.41 -2.59 4.56 0.43
H -1.40 0.18 3.62 0.36
H -1.37 1.43 5.73 0.47
H 0.74 1.65 7.01 0.39
H 2.80 0.57 6.17 0.44
H 2.77 -0.71 4.08 0.28
H 4.95 -1.44 -0.98 0.45
H 5.69 -3.37 -2.33 0.46
H 4.03 -4.91 -3.31 0.41
H 1.61 -4.53 -2.95 0.51
H 0.86 -2.60 -1.61 0.99
H 3.40 0.96 -2.20 0.41
H 5.07 2.77 -2.22 0.47
H 6.17 3.47 -0.12 0.39
H 5.57 2.37 2.01 0.45
H 3.86 0.60 2.06 0.13
C 1.06 5.30 -5.34 -0.50
C 0.58 4.07 -5.78 -0.80
C 0.31 3.06 -4.87 -0.29
C 0.52 3.30 -3.51 0.51
C 1.02 4.52 -3.07 -0.35
C 1.28 5.52 -3.99 -0.72
As 0.08 1.97 -2.19 0.64
C -1.82 2.42 -2.02 0.22
C -2.36 3.55 -1.45 -0.75
C -3.74 3.70 -1.42 -0.84
C -4.56 2.71 -1.95 -0.98
C -4.01 1.58 -2.54 -0.58
C -2.63 1.43 -2.58 0.84
C -1.90 0.30 -3.21 0.53
C -2.48 -0.81 -3.80 -0.51
C -1.67 -1.78 -4.39 -0.99
C -0.29 -1.65 -4.38 -0.52
C 0.30 -0.55 -3.77 -0.47
C -0.50 0.42 -3.19 -0.09
H 1.27 6.08 -6.06 0.40
H 0.42 3.90 -6.84 0.42
H -0.07 2.11 -5.21 0.40
H 1.21 4.69 -2.01 0.49
H 1.66 6.48 -3.65 0.41
H -1.72 4.32 -1.03 0.55
H -4.18 4.59 -0.98 0.55
H -5.64 2.83 -1.93 0.44
H -4.66 0.83 -2.96 0.42
H -3.55 -0.93 -3.82 0.44
H -2.13 -2.64 -4.86 0.43
H 0.33 -2.40 -4.85 0.50
H 1.38 -0.46 -3.76 0.45
Br 0.94 2.84 1.64 -0.69
I -4.64 3.82 2.65 0.15
C -3.88 2.08 1.83 -0.93
C -4.67 0.96 1.64 -0.24
C -4.11 -0.16 1.06 -1.34
C -2.78 -0.13 0.69 -0.20
N -2.01 0.96 0.88 0.98
C -2.55 2.05 1.44 -0.53
H -5.71 0.97 1.94 0.47
H -4.69 -1.06 0.89 0.53
H -2.31 -0.99 0.24 0.35
H -1.89 2.89 1.58 0.56
```

M: 1012.8 g/mol
orbital gap: 8.38 eV
HOMO energy: -10.792 eV
largest force on an atom: 0.70 eV Å⁻¹
net charge: +1
DFT total energy: -7952.9012 hartree

2.
This record from OMol25 describes a molecular structure, C48H40CdN9O2S3. The level of theory is ωB97M-V with the def2-TZVPD basis set.

The geometry in XYZ format:
```
103
Properties=species:S:1:pos:R:3:mulliken_charge:R:1
Cd -0.30 0.32 0.14 4.84
O 0.92 3.19 3.17 -0.85
C 0.94 2.23 2.39 -0.54
N 0.01 1.30 2.17 0.56
C -1.02 1.05 3.07 -0.19
C -1.18 1.70 4.30 -1.11
C -2.17 1.32 5.20 -0.68
C -3.04 0.29 4.88 -0.48
C -2.91 -0.36 3.67 -0.59
C -1.91 -0.02 2.75 -0.83
N -1.80 -0.62 1.49 0.77
C -2.19 -1.88 1.31 -0.45
O -2.55 -2.72 2.15 -0.82
C -2.19 -2.36 -0.13 0.37
C -3.05 -3.40 -0.47 -0.56
C -3.03 -3.89 -1.75 -0.71
C -2.12 -3.35 -2.66 -1.13
C -1.31 -2.32 -2.24 -0.68
N -1.35 -1.82 -1.01 0.71
C 2.22 2.04 1.59 0.38
C 3.26 2.94 1.80 -0.73
C 4.46 2.75 1.13 -0.52
C 4.59 1.65 0.29 -1.04
C 3.49 0.81 0.15 -0.09
N 2.33 1.00 0.77 0.46
H -0.52 2.51 4.54 0.41
H -2.25 1.84 6.15 0.38
H -3.82 -0.01 5.57 0.37
H -3.59 -1.17 3.41 0.44
H -3.71 -3.78 0.30 0.57
H -3.70 -4.69 -2.05 0.42
H -2.05 -3.72 -3.68 0.45
H -0.60 -1.86 -2.92 0.50
H 3.10 3.77 2.47 0.50
H 5.29 3.44 1.26 0.41
H 5.51 1.45 -0.24 0.47
H 3.56 -0.06 -0.50 0.36
S 0.70 -4.64 4.10 -0.02
C 0.83 -6.19 4.80 -0.40
C 1.40 -7.09 3.95 -0.53
C 1.76 -6.50 2.72 -0.45
C 1.45 -5.17 2.64 0.33
C 1.67 -4.26 1.51 0.79
C 1.25 -2.91 1.53 -0.88
N 1.35 -2.09 0.52 0.32
C 1.92 -2.52 -0.62 -0.63
C 2.49 -3.81 -0.71 0.75
C 3.24 -4.18 -1.88 -1.01
C 3.42 -3.30 -2.89 -1.14
C 2.83 -2.00 -2.84 0.90
C 3.05 -1.05 -3.85 -1.07
C 2.47 0.20 -3.77 0.40
C 1.61 0.43 -2.67 -0.85
N 1.39 -0.44 -1.71 2.18
C 2.02 -1.63 -1.75 -1.31
C 2.71 1.26 -4.74 0.16
C 2.09 2.48 -4.84 0.02
C 2.60 3.27 -5.90 -0.74
C 3.59 2.66 -6.60 -0.32
S 3.92 1.10 -5.97 -0.23
C 2.33 -4.68 0.37 -0.80
H 0.46 -6.36 5.80 0.41
H 1.56 -8.13 4.19 0.38
H 2.22 -7.05 1.91 0.34
H 0.81 -2.50 2.44 0.37
H 3.69 -5.16 -1.91 0.44
H 4.02 -3.56 -3.75 0.44
H 3.68 -1.30 -4.69 0.40
H 1.04 1.35 -2.61 -0.74
H 1.29 2.79 -4.18 0.50
H 2.23 4.26 -6.13 0.39
H 4.14 3.02 -7.45 0.44
H 2.75 -5.67 0.31 0.31
C 0.79 3.64 -0.71 -1.12
C -0.31 3.13 -1.57 0.50
C -0.89 3.80 -2.64 -1.45
C -1.89 2.95 -3.15 -1.32
C -1.88 1.81 -2.37 -0.23
C -2.75 0.60 -2.56 -1.60
N -0.91 1.90 -1.40 1.38
H 1.15 4.60 -1.09 0.56
H 1.65 2.95 -0.69 -0.01
H 0.47 3.79 0.33 0.01
H -0.61 4.78 -2.99 0.48
H -2.55 3.14 -3.99 0.44
H -3.69 0.89 -3.04 0.53
H -2.98 0.12 -1.61 -0.11
H -2.28 -0.13 -3.21 0.39
S -5.18 0.24 0.33 -0.48
C -4.52 1.76 0.64 0.29
N -4.28 2.64 -0.36 -0.16
C -3.54 3.89 -0.20 -0.86
C -2.66 3.81 1.04 0.35
C -3.53 3.40 2.21 -0.96
N -4.25 2.17 1.90 -0.11
H -4.32 2.24 -1.28 0.24
H -4.26 4.72 -0.10 0.45
H -2.94 4.06 -1.09 0.20
H -2.19 4.78 1.23 0.75
H -1.88 3.08 0.85 -0.61
H -4.25 4.20 2.43 0.45
H -2.93 3.22 3.10 0.25
H -4.27 1.44 2.59 0.20
```

energy above the lowest of the compared OMol25 structures with the same formula, charge and spin: 0.0 kJ/mol
M: 983.5 g/mol
orbital gap: 5.47 eV
HOMO energy: -4.161 eV
largest force on an atom: 0.44 eV Å⁻¹
net charge: -1
DFT total energy: -3858.9669 hartree

3.
This record from OMol25 describes a molecular structure, C48H41AsCl3IrN2O4S3Sb. The level of theory is ωB97M-V with the def2-TZVPD basis set.

The geometry in XYZ format:
```
104
Properties=species:S:1:pos:R:3:mulliken_charge:R:1
Ir 0.43 0.12 -0.26 4.08
S 1.42 -1.77 0.53 -0.41
C 3.14 -1.40 0.71 0.91
C 4.05 -2.44 0.86 -0.99
C 5.40 -2.17 1.00 -0.74
C 5.87 -0.86 1.00 -0.84
C 4.97 0.19 0.87 -0.54
C 3.62 -0.09 0.74 0.19
As 2.26 1.25 0.65 0.85
C 3.04 2.83 -0.13 0.56
C 3.70 3.72 0.72 -0.43
C 4.34 4.84 0.19 -0.80
C 4.32 5.07 -1.17 -0.51
C 3.67 4.18 -2.02 -0.87
C 3.03 3.06 -1.50 -0.43
C 1.86 1.73 2.48 0.27
C 1.22 2.93 2.77 -0.34
C 0.93 3.25 4.09 -0.89
C 1.24 2.35 5.10 -0.54
C 1.85 1.14 4.80 -0.69
C 2.17 0.83 3.49 -0.38
H 3.69 -3.47 0.85 0.57
H 6.10 -2.99 1.11 0.41
H 6.93 -0.67 1.10 0.41
H 5.33 1.21 0.87 0.52
H 3.72 3.56 1.79 0.47
H 4.85 5.52 0.86 0.43
H 4.82 5.93 -1.58 0.40
H 3.66 4.35 -3.09 0.44
H 2.53 2.38 -2.17 0.14
H 0.98 3.64 1.98 0.57
H 0.45 4.19 4.32 0.43
H 1.00 2.59 6.13 0.42
H 2.06 0.43 5.59 0.42
H 2.64 -0.11 3.26 0.40
Cl -3.18 4.60 -0.33 -0.07
C -2.41 3.73 -1.66 0.79
Cl -3.60 2.80 -2.58 -0.05
Cl -1.53 4.84 -2.71 -0.09
C -1.45 2.78 -1.09 -0.45
N -0.68 2.09 -0.61 -0.36
C -5.69 2.61 4.60 -1.43
C -4.72 1.46 4.62 0.83
C -3.44 1.61 4.08 -1.01
C -2.54 0.56 4.08 0.06
C -2.92 -0.66 4.62 -0.35
C -4.19 -0.84 5.15 -0.26
C -5.08 0.23 5.16 -0.76
S -1.82 -2.05 4.51 1.17
O -0.51 -1.64 4.93 -0.59
O -2.50 -3.16 5.11 -0.73
N -1.69 -2.34 2.90 -0.17
C -2.94 -2.34 2.13 -0.42
C -2.67 -2.44 0.63 -0.83
C -1.68 -1.42 0.12 -0.09
O -1.05 -1.56 -0.97 -1.32
O -1.45 -0.40 0.84 -0.81
H -5.20 3.54 4.89 0.37
H -6.52 2.44 5.27 0.37
H -6.09 2.76 3.59 0.28
H -3.14 2.56 3.67 0.46
H -1.54 0.68 3.66 0.51
H -4.47 -1.80 5.56 0.54
H -6.06 0.10 5.58 0.37
H -1.03 -1.66 2.53 0.09
H -3.51 -1.42 2.32 0.22
H -3.54 -3.19 2.45 0.44
H -3.61 -2.28 0.10 0.43
H -2.30 -3.43 0.34 0.31
S 1.52 0.02 -2.29 -0.72
Sb 0.23 -1.50 -3.52 1.36
C 0.20 -3.54 -3.02 0.72
C -0.54 -4.38 -3.85 -0.61
C -0.53 -5.75 -3.62 -0.72
C 0.22 -6.27 -2.58 -0.55
C 0.98 -5.43 -1.77 -0.63
C 0.97 -4.06 -1.99 -0.35
C 1.34 -1.49 -5.31 0.61
C 2.66 -1.94 -5.24 -0.66
C 3.44 -1.98 -6.38 -0.71
C 2.90 -1.58 -7.60 -0.50
C 1.59 -1.14 -7.68 -0.65
C 0.81 -1.10 -6.53 -0.53
C -1.69 -0.85 -4.06 0.76
C -2.81 -1.63 -3.77 -0.59
C -4.06 -1.21 -4.20 -0.72
C -4.19 -0.02 -4.91 -0.47
C -3.08 0.76 -5.18 -1.02
C -1.82 0.35 -4.75 -0.51
H -1.12 -3.98 -4.68 0.47
H -1.11 -6.40 -4.26 0.42
H 0.23 -7.33 -2.40 0.41
H 1.57 -5.84 -0.96 0.46
H 1.54 -3.40 -1.35 0.28
H 3.08 -2.26 -4.29 0.40
H 4.46 -2.33 -6.33 0.41
H 3.51 -1.62 -8.49 0.40
H 1.17 -0.84 -8.63 0.42
H -0.22 -0.76 -6.60 0.45
H -2.71 -2.54 -3.21 0.50
H -4.93 -1.81 -3.99 0.45
H -5.17 0.30 -5.25 0.43
H -3.18 1.69 -5.73 0.48
H -0.95 0.97 -4.95 0.62
```

energy above the lowest of the compared OMol25 structures with the same formula, charge and spin: 84.2 kJ/mol
M: 1301.3 g/mol
orbital gap: 7.14 eV
HOMO energy: -10.013 eV
largest force on an atom: 1.23 eV Å⁻¹
net charge: +1
DFT total energy: -7419.5008 hartree

4.
This record from OMol25 describes a molecular structure, C48H41BCl2N10P2W. The level of theory is ωB97M-V with the def2-TZVPD basis set.

The geometry in XYZ format:
```
105
Properties=species:S:1:pos:R:3:lowdin_spin:R:1
W -0.55 1.25 -0.17 0.18
C -4.48 1.58 1.76 0.00
C -3.59 1.44 0.67 0.00
N -2.25 1.44 1.06 0.00
N -2.28 1.85 2.41 0.00
C -3.59 1.81 2.84 0.00
B -0.97 1.97 3.16 0.00
N -0.01 2.99 2.39 0.00
C 0.65 4.07 2.82 0.00
C 1.66 4.39 1.89 0.00
C 1.38 3.56 0.78 0.00
N 0.49 2.63 1.12 0.00
N -0.30 0.59 3.11 0.00
C 0.14 -0.27 4.02 0.00
C 0.68 -1.36 3.39 0.00
C 0.55 -1.11 2.02 0.00
N -0.07 0.07 1.80 0.00
N -1.21 2.44 4.58 0.00
C -0.51 2.11 5.77 0.00
C -1.04 2.97 6.80 0.00
C -1.90 3.81 6.14 0.00
N -2.10 3.43 4.84 0.00
H -5.57 1.76 1.69 0.00
H -3.81 1.34 -0.38 0.00
H -3.84 2.11 3.83 0.00
H 0.26 4.64 3.71 0.00
H 2.54 4.97 2.05 0.00
H 1.82 3.48 -0.20 0.00
H -0.19 -0.20 5.07 0.00
H 0.76 -2.41 3.67 0.00
H 0.91 -1.72 1.23 0.00
H 0.36 1.56 5.96 0.00
H -0.75 2.96 7.86 0.00
H -2.58 4.61 6.55 0.00
C 2.53 0.01 -0.91 0.00
P 4.09 -0.79 -0.34 -0.05
C 4.95 0.65 0.46 -0.01
C 4.77 2.02 0.14 0.00
C 5.56 2.99 0.82 0.00
C 6.07 2.65 2.07 0.00
C 6.05 1.32 2.49 0.00
C 5.62 0.33 1.63 0.00
C 5.11 -1.22 -1.67 -0.01
C 6.07 -2.24 -1.52 0.00
C 6.66 -2.79 -2.63 0.00
C 6.30 -2.39 -3.90 0.00
C 5.32 -1.41 -4.06 0.00
C 4.82 -0.73 -2.95 0.00
C 1.39 -0.87 -1.28 0.06
C 1.43 -2.11 -1.91 0.00
C 0.09 -2.54 -2.13 0.05
C -0.77 -1.64 -1.47 0.00
C -2.26 -1.75 -1.44 0.10
P -3.23 -2.92 -0.11 0.39
C -4.95 -2.97 -0.42 0.06
C -5.58 -2.20 -1.42 0.02
C -6.99 -2.17 -1.48 0.01
C -7.80 -2.81 -0.58 0.05
C -7.22 -3.58 0.41 0.00
C -5.81 -3.72 0.47 0.06
C -2.53 -4.40 -0.81 0.07
C -2.90 -4.85 -2.03 0.03
C -2.11 -5.75 -2.75 0.00
C -1.03 -6.40 -2.09 0.03
C -0.77 -6.06 -0.76 0.01
C -1.47 -5.03 -0.13 0.02
N -0.01 -0.57 -0.97 -0.01
H 2.70 0.82 -1.70 0.00
H 2.21 0.59 -0.02 0.00
H 4.13 2.39 -0.64 0.00
H 5.81 3.90 0.28 0.00
H 6.44 3.41 2.77 0.00
H 6.38 1.13 3.47 0.00
H 5.75 -0.68 1.88 0.00
H 6.26 -2.67 -0.55 0.00
H 7.30 -3.64 -2.39 0.00
H 6.67 -2.99 -4.75 0.00
H 4.81 -1.29 -5.05 0.00
H 3.99 -0.02 -2.97 0.00
H 2.27 -2.53 -2.36 0.00
H -0.19 -3.28 -2.86 0.00
H -2.80 -2.05 -2.42 0.02
H -2.76 -0.80 -1.18 0.00
H -4.95 -1.74 -2.23 0.00
H -7.50 -1.69 -2.36 0.00
H -8.87 -2.71 -0.68 0.00
H -7.83 -4.26 1.07 0.00
H -5.41 -4.44 1.16 0.00
H -3.90 -4.48 -2.47 0.00
H -2.34 -5.98 -3.79 0.00
H -0.32 -7.02 -2.61 0.00
H 0.15 -6.40 -0.21 0.00
H -1.22 -4.74 0.90 0.00
Cl 1.36 1.99 -3.47 0.00
C 0.12 3.14 -3.71 -0.01
C -0.04 3.87 -4.87 0.00
C -0.78 5.01 -4.79 -0.02
C -1.62 5.29 -3.71 0.00
C -1.49 4.56 -2.50 -0.01
Cl -2.06 5.22 -1.03 0.00
C -0.76 3.33 -2.56 -0.01
N -0.71 2.42 -1.57 -0.04
H 0.63 3.76 -5.71 0.00
H -1.01 5.65 -5.62 0.00
H -2.38 6.12 -3.75 0.00
```

M: 1085.4 g/mol
orbital gap (alpha / beta): 2.94 / 3.66 eV
HOMO energy (alpha / beta): -14.134 / -14.422 eV
largest force on an atom: 4.29 eV Å⁻¹
multiplicity: 2
net charge: +3
DFT total energy: -4095.2445 hartree